{
  "formula": "C12H23N2O2P2Re",
  "method": "wB97M-V/def2-TZVPD",
  "multiplicity": 4,
  "total_charge": 3,
  "fmax_ev_per_a": 4.950,
  "e_tot_ha": -1490.785494,
  "lumo_energy_ha": [-0.458, -0.562],
  "e_above_lowest_kcal_mol": 0.0,
  "homo_lumo_gap_ev": [6.141, 3.804],
  "symbols": ["Re", "P", "C", "C", "N", "C", "C", "C", "C", "C", "P", "H", "H", "H", "H", "H", "H", "H", "H", "O", "H", "H", "O", "H", "C", "H", "H", "H", "C", "H", "H", "H", "C", "H", "H", "H", "C", "H", "H", "H", "N", "C"],
  "coordinates": [[0.272, 0.931, 0.375], [1.874, -0.586, 1.084], [2.391, -1.138, -0.681], [1.136, -1.596, -1.373], [0.003, -0.978, -1.041], [-1.217, -1.366, -1.459], [-1.279, -2.399, -2.410], [-0.109, -2.980, -2.903], [1.130, -2.554, -2.401], [-2.443, -0.736, -0.835], [-1.954, 0.741, 0.251], [2.067, -2.963, -2.716], [-2.260, -2.723, -2.778], [-0.136, -3.754, -3.695], [-3.131, -0.353, -1.610], [-2.970, -1.456, -0.179], [2.759, -0.191, -1.216], [3.099, -1.972, -0.549], [0.944, 4.894, -0.369], [1.649, 1.395, -0.905], [2.467, 2.016, -0.641], [0.095, 2.680, -0.040], [0.411, 4.390, 0.308], [-0.500, 4.483, -0.053], [-2.704, 2.091, -0.726], [-3.718, 1.842, -1.027], [-2.838, 2.961, -0.078], [-2.069, 2.291, -1.597], [-3.083, 0.525, 1.663], [-2.730, 1.105, 2.519], [-4.093, 0.874, 1.435], [-3.143, -0.528, 1.955], [1.551, -2.138, 1.935], [2.444, -2.752, 1.767], [1.457, -1.905, 3.002], [0.650, -2.624, 1.536], [3.316, 0.150, 1.853], [3.011, 0.448, 2.864], [4.062, -0.648, 1.882], [3.655, 1.010, 1.264], [-0.107, 1.932, 3.356], [0.039, 1.581, 2.232]]
}